Here is a molecular structure, C38H46N3O7PPbS at a distorted geometry from the Open Molecules 2025 dataset. Energies are from ωB97M-V/def2-TZVPD.

Computed properties:
LUMO level in eV: 3.8
Gap between HOMO and LUMO in eV: 5.09
E in Ha: -3098.9397
HOMO in eV: -1.34

Structure (ORCA input):
```
! wB97M-V def2-TZVPD RIJCOSX def2/J DEFGRID3
* xyz -2 1
Pb 0.45 -0.16 -1.61
O 2.28 -1.70 -5.53
C 1.92 -0.81 -4.75
O 0.88 -0.81 -4.03
C 2.80 0.46 -4.71
C 2.19 1.58 -5.56
C 3.04 2.87 -5.51
C 2.48 3.59 -4.26
C 1.38 2.63 -3.78
O 0.96 2.00 -4.96
C 3.05 1.02 -3.31
C 3.66 -0.02 -2.33
O 4.90 -0.01 -2.32
O 2.89 -0.78 -1.68
H 3.77 0.21 -5.15
H 1.95 1.24 -6.56
H 4.10 2.63 -5.40
H 2.91 3.45 -6.42
H 3.22 3.79 -3.49
H 2.01 4.54 -4.53
H 0.52 3.10 -3.30
H 3.84 1.78 -3.35
C 3.02 2.68 -0.29
C 1.63 2.15 -0.56
O 1.84 1.68 -2.85
C 0.66 3.09 -0.42
C -0.74 2.85 -0.67
C -1.75 3.88 -0.26
N -1.11 1.76 -1.27
N -2.49 1.58 -1.38
C -2.80 0.35 -1.72
O -2.04 -0.64 -1.94
C -4.29 0.10 -1.83
C -4.73 -1.13 -2.29
C -6.09 -1.41 -2.38
C -7.03 -0.46 -2.01
C -6.59 0.78 -1.55
C -5.24 1.06 -1.46
H 3.24 3.61 -0.82
H 3.06 2.92 0.79
H 3.82 1.96 -0.47
H 0.91 4.09 -0.03
H -1.26 4.71 0.26
H -2.29 4.26 -1.13
H -2.50 3.43 0.40
H -3.99 -1.86 -2.57
H -6.42 -2.38 -2.74
H -8.09 -0.67 -2.08
H -7.32 1.54 -1.26
H -4.88 2.02 -1.11
C -2.39 -4.04 -0.20
C -0.90 -4.33 -0.01
P -0.05 -2.82 0.66
C -0.58 -2.87 2.44
C -0.24 -4.08 3.30
C 1.72 -3.34 0.73
C 2.07 -4.82 0.79
H -2.89 -4.84 -0.75
H -2.53 -3.10 -0.75
H -2.90 -3.93 0.76
H -0.44 -4.52 -0.98
H -0.75 -5.22 0.60
H -1.66 -2.69 2.43
H -0.14 -1.96 2.87
H -0.63 -5.00 2.87
H -0.67 -3.98 4.30
H 0.84 -4.19 3.41
H 2.15 -2.79 1.58
H 2.20 -2.88 -0.14
H 1.64 -5.32 1.66
H 3.15 -4.96 0.82
H 1.70 -5.35 -0.09
N 1.47 -0.24 1.58
S 1.19 1.04 2.44
C 1.89 0.76 4.09
C 2.19 -0.53 4.48
C 2.76 -0.74 5.73
C 3.03 0.33 6.57
C 2.75 1.63 6.15
C 2.18 1.85 4.90
C -0.55 0.86 2.88
C -1.06 1.03 4.16
C -2.43 0.90 4.36
C -3.27 0.61 3.30
C -2.75 0.45 2.02
C -1.39 0.57 1.82
H 2.10 0.06 0.82
H 2.00 -1.34 3.79
H 3.00 -1.75 6.05
H 3.48 0.16 7.54
H 2.98 2.47 6.80
H 1.96 2.85 4.56
H -0.42 1.25 5.00
H -2.84 1.02 5.36
H -4.34 0.50 3.46
H -3.39 0.24 1.17
H -0.98 0.46 0.82
*
```

=====

Here is a molecular structure, C38H47Br45N3O at a distorted geometry from the Open Molecules 2025 dataset. Energies are from ωB97M-V/def2-TZVPD.

Computed properties:
LUMO level in eV: -4.0
Gap between HOMO and LUMO in eV: 6.55
E in Ha: -117545.8713
HOMO in eV: -10.53

Structure (ORCA input):
```
! wB97M-V def2-TZVPD RIJCOSX def2/J DEFGRID3
* xyz 1 1
C -4.05 -2.49 1.12
C -2.56 -2.35 0.93
C -1.70 -3.01 1.97
C -2.01 -1.72 -0.11
C -2.72 -0.89 -1.13
C -2.63 -1.57 -2.52
C -1.87 -0.79 -3.58
C -2.56 0.55 -3.88
C -0.41 -0.53 -3.18
C 0.55 -1.59 -3.74
N 1.65 -1.82 -2.79
C 1.90 -2.99 -2.24
C 2.95 -3.19 -1.35
C 3.72 -2.09 -1.04
C 3.34 -0.89 -1.66
C 4.11 0.36 -1.36
C 4.11 0.83 0.08
C 2.85 1.55 0.50
O 1.88 1.57 -0.21
N 2.89 2.24 1.74
C 2.41 1.48 2.87
C 3.18 0.49 3.48
C 2.73 -0.20 4.60
C 1.48 0.09 5.15
C 0.70 1.06 4.53
C 1.16 1.74 3.40
N 2.36 -0.74 -2.51
H -4.60 -1.61 0.80
H -4.29 -2.64 2.17
H -4.39 -3.37 0.58
H -0.79 -2.46 2.17
H -2.25 -3.10 2.91
H -1.48 -4.04 1.68
H -0.94 -1.86 -0.24
H -2.19 0.07 -1.16
H -3.73 -0.68 -0.83
H -3.65 -1.74 -2.87
H -2.16 -2.54 -2.35
H -1.90 -1.38 -4.50
H -3.31 0.43 -4.66
H -2.98 1.00 -2.98
H -1.85 1.28 -4.26
H -0.06 0.47 -3.40
H -0.33 -0.63 -2.09
H 0.03 -2.53 -3.93
H 1.00 -1.21 -4.65
H 1.24 -3.82 -2.52
H 3.14 -4.15 -0.91
H 4.54 -2.16 -0.35
H 5.15 0.20 -1.66
H 3.73 1.16 -2.00
H 4.92 1.55 0.17
H 4.34 0.04 0.79
H 3.85 2.49 1.95
H 4.16 0.23 3.10
H 3.36 -0.94 5.05
H 1.08 -0.37 6.04
H -0.27 1.31 4.93
H 0.55 2.49 2.93
C 1.79 -4.66 6.47
Br 2.53 -5.64 4.99
Br 2.72 -5.01 8.11
Br 1.70 -2.78 6.09
H 0.77 -5.01 6.60
C 4.74 4.30 5.91
Br 3.65 3.21 4.75
Br 5.44 3.26 7.37
Br 6.14 5.21 4.95
H 4.10 5.06 6.33
C 0.89 -7.26 -3.96
Br 1.94 -6.07 -2.84
Br 1.88 -7.82 -5.50
Br 0.21 -8.75 -2.95
H 0.04 -6.69 -4.31
C 4.00 -0.12 -6.31
Br 2.84 -1.34 -7.25
Br 3.09 1.49 -5.82
Br 4.79 -0.96 -4.78
H 4.80 0.15 -6.99
C 8.65 2.34 3.11
Br 6.79 2.13 2.65
Br 9.44 0.66 3.62
Br 9.63 3.20 1.70
H 8.69 2.99 3.98
C 13.46 4.43 2.06
Br 14.89 5.30 1.11
Br 13.92 2.62 2.52
Br 12.91 5.43 3.60
H 12.62 4.38 1.39
C -1.12 -2.34 9.09
Br -2.65 -2.07 10.21
Br -1.61 -3.14 7.41
Br -0.12 -0.72 8.85
H -0.47 -3.05 9.60
C -7.44 -0.87 -1.12
Br -6.81 0.47 0.11
Br -6.16 -1.21 -2.52
Br -7.96 -2.48 -0.22
H -8.33 -0.47 -1.59
C -3.89 -4.99 13.28
Br -2.73 -3.67 14.07
Br -3.08 -5.81 11.74
Br -4.47 -6.30 14.56
H -4.78 -4.47 12.93
C 1.26 4.16 9.06
Br 2.64 5.43 8.61
Br 1.22 2.73 7.78
Br 1.45 3.52 10.86
H 0.32 4.68 9.00
C 0.40 0.74 -9.64
Br -1.22 0.63 -8.61
Br 0.12 0.20 -11.47
Br 1.19 2.48 -9.54
H 1.10 0.04 -9.21
C -0.44 5.39 -12.34
Br -1.79 4.04 -12.10
Br -1.08 6.84 -13.44
Br 0.24 6.02 -10.66
H 0.38 4.93 -12.87
C -4.62 8.08 -12.32
Br -5.92 6.69 -12.07
Br -5.31 9.52 -13.39
Br -3.92 8.71 -10.65
H -3.80 7.65 -12.87
C -10.55 1.35 -3.06
Br -9.91 2.63 -1.78
Br -9.23 0.97 -4.41
Br -11.14 -0.26 -2.19
H -11.41 1.78 -3.55
C -12.26 -1.63 1.74
Br -10.86 -0.31 1.72
Br -11.97 -3.01 0.43
Br -12.52 -2.36 3.50
H -13.17 -1.12 1.47
*
```